C4H7NO2 in the gas phase. Source: the OMol25 dataset; level of theory: the ωB97M-V functional and the def2-TZVPD basis.

CARTESIAN COORDINATES (ANGSTROEM)
C: 1.286 0.193 0.145
N: 0.095 -0.508 -0.307
C: 0.197 -1.376 -1.358
O: 1.248 -1.701 -1.872
C: -1.179 0.006 0.183
C: -0.816 1.146 1.125
O: -0.820 2.306 0.795
H: 1.041 1.242 0.330
H: 1.703 -0.252 1.055
H: 2.026 0.202 -0.644
H: -0.780 -1.761 -1.709
H: -1.753 -0.749 0.737
H: -1.795 0.411 -0.624
H: -0.445 0.828 2.123

Summary:
SMILES string: CN(C=O)CC=O
HOMO-LUMO gap, eV: 10.28
Highest occupied orbital energy, eV: -9.7639
Energy above the lowest of the compared OMol25 structures with the same formula, charge and spin, eV: 1.733

Mulliken atomic charge list, values in e, 8 entries:
1 C -1.0213
2 N 0.0862
3 C 0.0339
4 O -0.5539
5 C -0.4168
6 C -0.0546
7 O -0.4631
8 H 0.4235

C4H7NO2 in the gas phase. Source: the OMol25 dataset; level of theory: the ωB97M-V functional and the def2-TZVPD basis.

CARTESIAN COORDINATES (ANGSTROEM)
N: 1.561 0.387 1.891
C: 0.790 0.745 0.828
O: 0.293 1.852 0.714
C: 0.578 -0.346 -0.213
C: -0.896 -0.592 -0.429
C: -1.632 0.018 -1.528
O: -1.238 -1.349 -1.579
H: 1.759 1.077 2.599
H: 1.974 -0.526 1.970
H: 1.073 -1.283 0.071
H: 1.024 -0.001 -1.153
H: -1.468 -0.851 0.463
H: -1.117 0.681 -2.219
H: -2.701 0.190 -1.416

Summary:
SMILES string: NC(=O)C[C@H]1CO1
HOMO-LUMO gap, eV: 10.85
Highest occupied orbital energy, eV: -10.0253
Energy above the lowest of the compared OMol25 structures with the same formula, charge and spin, eV: 1.379

Mulliken atomic charge list, values in e, 8 entries:
1 N -0.3688
2 C 0.4582
3 O -0.6091
4 C -0.3918
5 C 0.0338
6 C -0.4574
7 O -0.4372
8 H 0.2313

C4H7NO2 in the gas phase. Source: the OMol25 dataset; level of theory: the ωB97M-V functional and the def2-TZVPD basis.

CARTESIAN COORDINATES (ANGSTROEM)
H: -0.182 -2.076 0.963
N: -0.218 -1.109 0.706
C: 0.615 -0.533 -0.048
C: 1.854 -0.957 -0.803
O: 0.410 0.784 -0.310
C: -0.677 1.407 0.363
C: -2.012 0.682 0.312
O: -2.914 1.032 1.036
H: 2.682 -0.300 -0.515
H: 2.137 -1.996 -0.635
H: 1.692 -0.795 -1.875
H: -0.443 1.607 1.414
H: -0.801 2.360 -0.158
H: -2.144 -0.107 -0.449

Summary:
SMILES string: [H]/N=C(\C)OCC=O
HOMO-LUMO gap, eV: 10.32
Highest occupied orbital energy, eV: -9.5196
Energy above the lowest of the compared OMol25 structures with the same formula, charge and spin, eV: 1.570

Mulliken atomic charge list, values in e, 8 entries:
1 H 0.1801
2 N -0.6515
3 C 0.7961
4 C -1.0116
5 O -0.3571
6 C -0.2789
7 C 0.0438
8 O -0.5026

C4H7NO2 in the gas phase. Source: the OMol25 dataset; level of theory: the ωB97M-V functional and the def2-TZVPD basis.

CARTESIAN COORDINATES (ANGSTROEM)
N: -1.880 1.587 0.345
C: -0.995 0.563 0.524
O: -1.137 -0.270 1.400
C: 0.166 0.547 -0.466
C: 1.288 -0.362 -0.030
C: 1.109 -1.808 -0.040
O: 1.875 -1.162 -1.050
H: -2.743 1.549 0.867
H: -1.838 2.195 -0.456
H: 0.528 1.568 -0.636
H: -0.209 0.177 -1.428
H: 2.008 0.061 0.672
H: 0.151 -2.218 -0.358
H: 1.675 -2.427 0.654

Summary:
SMILES string: NC(=O)C[C@H]1CO1
HOMO-LUMO gap, eV: 10.86
Highest occupied orbital energy, eV: -10.0547
Energy above the lowest of the compared OMol25 structures with the same formula, charge and spin, eV: 1.389

Mulliken atomic charge list, values in e, 8 entries:
1 N -0.3948
2 C 0.5577
3 O -0.5995
4 C -0.7719
5 C 0.1212
6 C -0.4103
7 O -0.4566
8 H 0.2471

C4H7NO2 in the gas phase. Source: the OMol25 dataset; level of theory: the ωB97M-V functional and the def2-TZVPD basis.

CARTESIAN COORDINATES (ANGSTROEM)
C: -2.028 -0.330 -1.154
C: -0.743 -0.783 -0.414
C: 0.531 -0.491 -1.217
N: 1.378 0.030 -0.189
C: 0.677 0.508 0.888
O: 1.077 1.141 1.829
O: -0.598 0.052 0.779
H: -2.871 -0.536 -0.558
H: -2.060 -0.911 -2.073
H: -1.942 0.760 -1.411
H: -0.768 -1.837 -0.094
H: 0.950 -1.367 -1.689
H: 0.322 0.282 -1.986
H: 2.269 0.431 -0.341

Summary:
SMILES string: C[C@H]1CNC(=O)O1
HOMO-LUMO gap, eV: 10.82
Highest occupied orbital energy, eV: -10.0172
Energy above the lowest of the compared OMol25 structures with the same formula, charge and spin, eV: 0.147

Mulliken atomic charge list, values in e, 8 entries:
1 C -1.3144
2 C 0.3511
3 C -0.5504
4 N -0.1676
5 C 0.4698
6 O -0.5831
7 O -0.3514
8 H 0.3696

C4H7NO2 in the gas phase. Source: the OMol25 dataset; level of theory: the ωB97M-V functional and the def2-TZVPD basis.

CARTESIAN COORDINATES (ANGSTROEM)
C: 2.767 0.093 0.190
C: 1.662 -0.616 -0.024
C: 0.345 -0.025 -0.108
O: 0.220 1.293 -0.089
N: -0.710 -0.934 -0.170
C: -2.032 -0.429 -0.333
O: -2.352 0.796 0.326
H: 3.737 -0.367 0.237
H: 2.728 1.163 0.325
H: 1.672 -1.689 -0.137
H: -0.733 1.526 -0.088
H: -2.717 -1.222 -0.008
H: -2.222 -0.230 -1.400
H: -2.365 0.639 1.278

Summary:
SMILES string: C=C/C(O)=N/CO
HOMO-LUMO gap, eV: 9.52
Highest occupied orbital energy, eV: -9.0548
Energy above the lowest of the compared OMol25 structures with the same formula, charge and spin, eV: 1.981

Mulliken atomic charge list, values in e, 8 entries:
1 C -0.7073
2 C -0.2238
3 C 0.5002
4 O -0.4914
5 N -0.4724
6 C -0.2141
7 O -0.6222
8 H 0.2661

A gas-phase ion, C4H7NO2S (charge -2). Source: the OMol25 dataset; level of theory: the ωB97M-V functional and the def2-TZVPD basis.

CARTESIAN COORDINATES (ANGSTROEM)
O: -1.964 -1.038 0.061
C: -0.909 -0.347 0.104
C: 0.522 -0.672 -0.315
C: 0.761 -1.845 -1.176
S: 2.057 -1.545 -2.468
N: -1.067 0.819 0.767
C: -0.102 1.969 1.141
O: -0.808 2.919 1.638
H: 0.760 0.297 -1.053
H: 1.140 -0.420 0.584
H: 0.996 -2.749 -0.651
H: -0.279 -2.182 -1.680
H: -2.004 1.033 1.155
H: 0.272 2.210 0.056
H: 0.625 1.551 1.837

Summary:
SMILES string: O=C(CC[S-])NC[O-]
HOMO-LUMO gap, eV: 5.97
Highest occupied orbital energy, eV: 0.1162
Net charge: -2
Energy above the lowest of the compared OMol25 structures with the same formula, charge and spin, eV: 2.546

Mulliken atomic charge list, values in e, 8 entries:
1 O -0.7858
2 C 0.5291
3 C -0.2782
4 C -0.7163
5 S -0.7780
6 N -0.0489
7 C -0.2345
8 O -0.8736

C4H7NO2S in the gas phase. Source: the OMol25 dataset; level of theory: the ωB97M-V functional and the def2-TZVPD basis.

CARTESIAN COORDINATES (ANGSTROEM)
C: 0.015 1.748 1.444
N: 0.590 0.560 0.667
C: 0.615 -0.557 1.540
C: 0.425 -1.868 0.661
C: -0.044 -1.614 -0.504
S: -0.205 0.121 -0.790
O: 0.557 0.686 -1.927
O: -1.644 0.358 -0.570
H: 0.450 2.745 0.890
H: 0.534 1.704 2.439
H: -1.120 1.572 1.579
H: 1.567 -0.663 1.960
H: -0.084 -0.486 2.346
H: 0.512 -2.897 1.134
H: -0.089 -2.424 -1.263

Summary:
SMILES string: CN1CC=CS1(=O)=O
HOMO-LUMO gap, eV: 10.55
Highest occupied orbital energy, eV: -9.7677
Energy above the lowest of the compared OMol25 structures with the same formula, charge and spin, eV: 3.630

Mulliken atomic charge list, values in e, 8 entries:
1 C -0.8557
2 N -0.1636
3 C -0.4436
4 C -0.3401
5 C -0.3503
6 S 0.9903
7 O -0.6003
8 O -0.6078

C4H7NO2S in the gas phase. Source: the OMol25 dataset; level of theory: the ωB97M-V functional and the def2-TZVPD basis.

CARTESIAN COORDINATES (ANGSTROEM)
O: 1.996 -1.826 -0.660
C: 1.523 -0.872 -0.027
C: 0.100 -0.925 0.722
C: -0.825 -0.427 -0.455
C: -2.124 0.292 -0.280
O: -0.927 1.006 -0.695
N: 1.914 0.444 -0.151
S: 1.629 1.724 0.923
H: 0.045 -0.214 1.544
H: -0.123 -1.956 0.988
H: -0.680 -0.943 -1.408
H: -3.068 0.229 -0.875
H: -2.392 0.711 0.741
H: 2.634 0.670 -0.826
H: 0.298 2.086 0.460

Summary:
SMILES string: O=C(C[C@H]1CO1)NS
HOMO-LUMO gap, eV: 10.14
Highest occupied orbital energy, eV: -9.4504
Energy above the lowest of the compared OMol25 structures with the same formula, charge and spin, eV: 3.044

Mulliken atomic charge list, values in e, 8 entries:
1 O -0.5972
2 C 0.5570
3 C -0.8172
4 C 0.0955
5 C -0.3526
6 O -0.4515
7 N -0.2140
8 S -0.2131

2 unconnected molecules or ions with the total composition C4H7NO2S. Source: the OMol25 dataset; level of theory: the ωB97M-V functional and the def2-TZVPD basis.

CARTESIAN COORDINATES (ANGSTROEM)
C: -1.516 -2.076 0.183
C: -1.640 -0.884 -0.023
C: 1.613 0.388 1.614
C: 1.738 0.144 -0.757
N: 1.850 -0.342 0.366
O: -1.706 0.708 -2.047
O: -2.994 1.216 -0.051
S: -1.636 0.790 -0.342
H: -1.330 -3.107 0.374
H: 2.626 0.575 2.083
H: 0.971 1.240 1.322
H: 1.221 -0.262 2.343
H: 1.450 1.118 -1.170
H: 1.842 -0.582 -1.595
H: -2.489 1.075 -2.302

Summary:
HOMO-LUMO gap, eV: 9.50
Highest occupied orbital energy, eV: -9.3354
Energy above the lowest of the compared OMol25 structures with the same formula, charge and spin, eV: 5.973

Mulliken atomic charge list, values in e, 8 entries:
1 C 0.2638
2 C -0.4508
3 C -0.6380
4 C -0.3434
5 N -0.3944
6 O -0.4714
7 O -0.6274
8 S 0.5882

A molecular structure, C4H7NO2S. Source: the OMol25 dataset; level of theory: the ωB97M-V functional and the def2-TZVPD basis.

CARTESIAN COORDINATES (ANGSTROEM)
C: 1.563 -1.713 1.176
C: 0.447 -0.876 0.734
C: 0.530 0.325 -0.347
C: -0.511 0.831 -1.263
H: 1.107 -2.508 2.043
H: 2.459 -1.140 2.044
H: 2.184 -2.115 0.188
H: -0.707 -0.970 0.635
H: 1.579 0.334 -0.836
H: -1.712 1.232 0.511
H: -2.502 1.596 -2.086
N: -1.607 1.260 -0.434
O: -0.601 0.986 -2.591
O: -2.648 1.975 -1.105
S: 0.419 0.782 1.330

Summary:
HOMO-LUMO gap, eV: 9.64
Highest occupied orbital energy, eV: -9.3290
Energy above the lowest of the compared OMol25 structures with the same formula, charge and spin, eV: 6.640

Mulliken atomic charge list, values in e, 8 entries:
1 C -1.0399
2 C 0.0987
3 C -0.1521
4 C 0.3332
5 H 0.2760
6 H 0.2622
7 H 0.2628
8 H 0.3942

C4H7NO3 in the gas phase. Source: the OMol25 dataset; level of theory: the ωB97M-V functional and the def2-TZVPD basis.

CARTESIAN COORDINATES (ANGSTROEM)
C: 1.216 -0.972 -0.344
C: 0.736 0.250 0.433
C: 1.181 1.520 -0.254
O: 2.335 1.828 -0.310
N: -0.687 0.261 0.702
C: -1.636 -0.222 -0.153
O: -1.537 -0.306 -1.348
O: -2.767 -0.511 0.525
H: 0.964 -1.880 0.181
H: 2.299 -0.973 -0.430
H: 0.791 -0.973 -1.332
H: 1.225 0.266 1.405
H: 0.328 2.131 -0.632
H: -0.992 0.337 1.658
H: -3.457 -0.755 -0.102

Summary:
SMILES string: C[C@@H](C=O)NC(=O)O
HOMO-LUMO gap, eV: 10.35
Highest occupied orbital energy, eV: -9.7601
Energy above the lowest of the compared OMol25 structures with the same formula, charge and spin, eV: 0.774

Mulliken atomic charge list, values in e, 8 entries:
1 C -1.4967
2 C 0.3743
3 C -0.0999
4 O -0.4724
5 N -0.2217
6 C 0.5543
7 O -0.5625
8 O -0.4955